ORCA calculation (ωB97M-V with the def2-TZVPD basis set) on one molecule with the formula C5H11N.

Output
* E_HOMO: -9.70 eV
* electronic energy: -251.833980 Eh
* HOMO-LUMO gap: 10.94 eV
* SMILES: C=NCCCC
* energy above the lowest of the compared OMol25 structures with the same formula, charge and spin: 17.9 kcal/mol

Bonds (Å) are listed after each position.
Cartesian coordinates (Å):
1 C -2.6475 -0.8554 -1.3195  N2 1.262, H7 1.099, H8 1.089
2 N -1.4699 -0.5726 -0.9662  C1 1.262, C3 1.461
3 C -1.2963 -0.0240 0.3770  N2 1.461, C4 1.521, H9 1.100, H10 1.100
4 C 0.0759 0.6235 0.4781  C3 1.521, C5 1.527, H11 1.098, H12 1.098
5 C 1.2570 -0.3163 0.2486  C4 1.527, C6 1.527, H13 1.097, H14 1.099
6 C 2.5612 0.4775 0.2507  C5 1.527, H15 1.097, H16 1.094, H17 1.097
7 H -3.5186 -0.7779 -0.6535  C1 1.099
8 H -2.8315 -1.1737 -2.3445  C1 1.089
9 H -1.4334 -0.8066 1.1374  C3 1.100
10 H -2.0674 0.7381 0.5602  C3 1.100
11 H 0.1149 1.4109 -0.2865  C4 1.098
12 H 0.1760 1.1190 1.4528  C4 1.098
13 H 1.1242 -0.8304 -0.7108  C5 1.097
14 H 1.2832 -1.0962 1.0231  C5 1.099
15 H 2.5324 1.2513 -0.5263  C6 1.097
16 H 3.4370 -0.1521 0.0665  C6 1.094
17 H 2.7028 0.9850 1.2128  C6 1.097

Atom charges from the Mulliken analysis, given in e for atoms 1 to 8: C -0.3020; N -0.3491; C -0.6983; C -0.6724; C -0.2942; C -1.1979; H 0.2509; H 0.2638